No. 1
{
  "formula": "C7H15O2P",
  "method": "ωB97M-V/def2-TZVPD",
  "smiles": "C=CP(O)C(C)(C)C.C=O",
  "homo_ev": -8.41,
  "homo_lumo_gap_ha": 0.33441,
  "spin_multiplicity": 1,
  "relative_energy_kj_mol": 236.9,
  "energy_ev": -20883.4131,
  "species": ["C", "C", "C", "C", "C", "C", "C", "O", "O", "P", "H", "H", "H", "H", "H", "H", "H", "H", "H", "H", "H", "H", "H", "H", "H"],
  "coordinates": [[-2.167997, -1.055064, -1.465805], [-1.854851, -0.808805, -0.212647], [0.620332, 1.166468, -1.177054], [-0.283912, 1.778094, 1.268168], [1.911746, 0.563401, 0.961352], [3.754208, -3.054373, -2.094707], [0.496263, 0.729002, 0.367962], [0.624807, -1.873765, -0.519280], [3.944870, -2.340295, -1.183258], [-0.252926, -1.118365, 0.634038], [-3.074204, -0.842936, -1.884683], [-1.339476, -1.390729, -2.161026], [-2.598334, -0.451447, 0.459290], [0.945175, 2.167163, -1.241797], [1.260937, 0.391347, -1.579447], [-0.448765, 1.050033, -1.600878], [-0.544206, 1.310480, 2.237324], [-1.073167, 2.076486, 0.744098], [0.432385, 2.508839, 1.400762], [1.839732, 0.650775, 1.994313], [2.241998, -0.390890, 0.731819], [2.482597, 1.453859, 0.670654], [3.655756, -4.176370, -1.945346], [3.900916, -2.788517, -3.125971], [1.264170, -2.375379, -0.150742]],
  "atomic_forces_ev_per_a": [[3.748, -0.735, -0.615], [0.892, -0.654, 0.459], [-3.170, -2.655, 2.178], [2.698, -4.406, 0.613], [-1.730, 2.272, -1.046], [0.833, -3.123, -0.731], [-0.430, -0.451, 0.265], [-3.139, 2.205, -2.467], [-0.146, 1.724, 1.720], [-0.266, 2.523, -0.263], [-2.380, 0.423, -0.941], [-1.183, 0.166, 0.774], [-0.620, 0.383, 0.545], [0.651, 1.052, -0.251], [0.271, 0.359, -0.656], [1.798, 0.372, 0.265], [0.005, 0.373, -0.441], [-3.541, 1.591, -1.783], [1.121, 2.081, 0.571], [-0.151, -0.131, 2.133], [1.667, -1.424, -0.777], [0.552, -0.659, -0.386], [-0.458, 0.696, -0.021], [-0.296, 0.705, -0.951], [3.274, -2.688, 1.807]],
  "nbo_charge": [-0.370, -0.533, -0.642, -0.622, -0.640, 0.297, -0.194, -0.980, -0.490, 1.027, 0.192, 0.199, 0.211, 0.208, 0.223, 0.213, 0.204, 0.201, 0.201, 0.203, 0.206, 0.205, 0.088, 0.106, 0.488]
}

No. 2
{
  "formula": "C7H15O4Pm",
  "method": "ωB97M-V/def2-TZVPD",
  "homo_ev": [-10.63, -11.61],
  "charge": 1,
  "homo_lumo_gap_ha": [0.23214, 0.27284],
  "spin_multiplicity": 6,
  "energy_ev": -32235.3835,
  "species": ["C", "O", "C", "H", "H", "H", "H", "Pm", "C", "O", "C", "C", "O", "C", "C", "O", "H", "H", "H", "H", "H", "H", "H", "H", "H", "H", "H"],
  "coordinates": [[2.284725, 2.366329, -0.287654], [2.148367, 1.119306, 0.318423], [2.986063, 0.753404, 1.457056], [1.205142, 2.589889, -0.746011], [3.031566, 2.326061, -1.097349], [2.731334, 1.433317, 2.292334], [4.043534, 0.891868, 1.168586], [1.644312, -1.336792, 1.082009], [-1.321247, 2.512095, -0.706472], [-1.362488, 1.274059, -1.258884], [-2.280327, 0.363036, -0.685134], [-1.713089, -0.320613, 0.542115], [-0.684948, -1.241438, 0.207444], [-1.093291, -2.597675, -0.015386], [0.146098, -3.365421, -0.469400], [1.242721, -3.081781, 0.331118], [-2.307733, 2.964439, -0.547265], [-0.588818, 3.315340, -0.665208], [-2.525415, -0.371713, -1.462473], [-3.213814, 0.879871, -0.408231], [-1.270374, 0.422087, 1.220495], [-2.513997, -0.842144, 1.086828], [-1.891566, -2.631874, -0.772012], [-1.478065, -2.995545, 0.938655], [-0.120360, -4.440797, -0.452421], [0.336020, -3.107786, -1.532460], [2.565649, 3.122475, 0.461297]],
  "atomic_forces_ev_per_a": [[-2.078, 1.041, -1.301], [-0.547, -2.333, 0.819], [0.434, 0.075, -0.222], [2.706, -0.183, 0.869], [-0.216, 0.136, 0.277], [0.221, -0.224, -0.186], [-0.303, -0.013, 0.246], [0.581, 4.434, 0.876], [-2.417, 1.117, 0.939], [1.475, 0.197, -0.279], [-0.457, 0.237, 0.021], [-0.610, 0.449, 0.268], [1.044, -0.107, 0.183], [-0.224, -0.375, 0.165], [-1.337, -0.742, -1.368], [0.017, -2.300, -0.600], [0.010, -0.424, 0.145], [0.830, -1.233, -0.786], [0.131, 0.156, 0.140], [0.222, -0.077, -0.033], [-0.141, -0.029, -0.218], [0.168, 0.055, -0.114], [0.257, -0.082, 0.185], [0.016, 0.049, -0.254], [0.280, 0.404, 0.043], [0.127, -0.103, 0.496], [-0.187, -0.123, -0.310]],
  "lowdin_spin": [0.000, -0.005, -0.049, 0.001, 0.000, -0.004, -0.002, 4.088, 0.663, 0.203, 0.018, 0.014, -0.003, 0.000, -0.001, -0.019, 0.041, 0.044, -0.001, 0.002, 0.009, 0.000, 0.000, 0.000, 0.000, 0.000, 0.000]
}

Please write out number 1 again, unchanged.
{
  "formula": "C7H15O2P",
  "method": "ωB97M-V/def2-TZVPD",
  "smiles": "C=CP(O)C(C)(C)C.C=O",
  "homo_ev": -8.41,
  "homo_lumo_gap_ha": 0.33441,
  "spin_multiplicity": 1,
  "relative_energy_kj_mol": 236.9,
  "energy_ev": -20883.4131,
  "species": ["C", "C", "C", "C", "C", "C", "C", "O", "O", "P", "H", "H", "H", "H", "H", "H", "H", "H", "H", "H", "H", "H", "H", "H", "H"],
  "coordinates": [[-2.167997, -1.055064, -1.465805], [-1.854851, -0.808805, -0.212647], [0.620332, 1.166468, -1.177054], [-0.283912, 1.778094, 1.268168], [1.911746, 0.563401, 0.961352], [3.754208, -3.054373, -2.094707], [0.496263, 0.729002, 0.367962], [0.624807, -1.873765, -0.519280], [3.944870, -2.340295, -1.183258], [-0.252926, -1.118365, 0.634038], [-3.074204, -0.842936, -1.884683], [-1.339476, -1.390729, -2.161026], [-2.598334, -0.451447, 0.459290], [0.945175, 2.167163, -1.241797], [1.260937, 0.391347, -1.579447], [-0.448765, 1.050033, -1.600878], [-0.544206, 1.310480, 2.237324], [-1.073167, 2.076486, 0.744098], [0.432385, 2.508839, 1.400762], [1.839732, 0.650775, 1.994313], [2.241998, -0.390890, 0.731819], [2.482597, 1.453859, 0.670654], [3.655756, -4.176370, -1.945346], [3.900916, -2.788517, -3.125971], [1.264170, -2.375379, -0.150742]],
  "atomic_forces_ev_per_a": [[3.748, -0.735, -0.615], [0.892, -0.654, 0.459], [-3.170, -2.655, 2.178], [2.698, -4.406, 0.613], [-1.730, 2.272, -1.046], [0.833, -3.123, -0.731], [-0.430, -0.451, 0.265], [-3.139, 2.205, -2.467], [-0.146, 1.724, 1.720], [-0.266, 2.523, -0.263], [-2.380, 0.423, -0.941], [-1.183, 0.166, 0.774], [-0.620, 0.383, 0.545], [0.651, 1.052, -0.251], [0.271, 0.359, -0.656], [1.798, 0.372, 0.265], [0.005, 0.373, -0.441], [-3.541, 1.591, -1.783], [1.121, 2.081, 0.571], [-0.151, -0.131, 2.133], [1.667, -1.424, -0.777], [0.552, -0.659, -0.386], [-0.458, 0.696, -0.021], [-0.296, 0.705, -0.951], [3.274, -2.688, 1.807]],
  "nbo_charge": [-0.370, -0.533, -0.642, -0.622, -0.640, 0.297, -0.194, -0.980, -0.490, 1.027, 0.192, 0.199, 0.211, 0.208, 0.223, 0.213, 0.204, 0.201, 0.201, 0.203, 0.206, 0.205, 0.088, 0.106, 0.488]
}